No. 1
Entry from the Open Molecules 2025 dataset: a single C4H7NO molecule in a non-equilibrium geometry (the ωB97M-V functional and the def2-TZVPD basis).

Output
2S+1: 1
Charge: 0
HOMO level (alpha / beta), eV: -8.0921 / -8.9687
HOMO-LUMO gap (alpha / beta), eV: 6.63 / 8.93

Each line ends with the natural charge from an NBO analysis.
Geometry (Å):
O  0.79103  0.85155  1.24537  -0.57
C  -0.38553  0.72110  0.73491  0.46
C  -1.10930  1.66530  0.07024  -0.42
C  1.36238  -0.40562  -0.55665  -0.16
C  0.30996  -1.32021  -0.05803  -0.31
N  -0.77686  -0.65114  0.63697  -0.62
H  -2.10190  1.44897  -0.32184  0.19
H  -0.75450  2.68846  0.02626  0.21
H  2.23949  -0.91621  -0.97164  0.18
H  1.32052  0.65911  -0.68483  0.22
H  -0.09317  -1.95771  -0.86158  0.23
H  0.84924  -2.02114  0.60035  0.22
H  -1.65135  -0.76245  0.14047  0.36

No. 2
Entry from the Open Molecules 2025 dataset: a molecular structure, C22H37ClN3O6Sc in a non-equilibrium geometry (the ωB97M-V functional and the def2-TZVPD basis).

Output
2S+1: 1
Charge: 0
HOMO level, eV: -6.0707
HOMO-LUMO gap, eV: 6.16

Each line ends with the natural charge from an NBO analysis.
Geometry (Å):
O  -0.20573  -0.94482  -1.44969  -0.91
C  0.04309  -1.11803  -2.80714  0.09
C  0.64452  -2.50945  -3.07610  -0.03
C  0.99407  -3.36192  -2.02962  -0.21
H  0.72874  -3.05959  -1.01684  0.23
C  1.65605  -4.56787  -2.27682  -0.22
H  1.93207  -5.20916  -1.43465  0.20
C  1.94573  -4.93948  -3.59340  -0.23
H  2.45879  -5.88079  -3.79520  0.21
C  1.57286  -4.10599  -4.65709  -0.23
H  1.78850  -4.39455  -5.68955  0.21
C  0.92039  -2.90116  -4.39264  -0.20
H  0.62547  -2.23830  -5.20917  0.21
H  -0.90763  -1.04506  -3.37099  0.14
C  0.25699  1.37172  -3.48446  -0.66
C  0.92628  0.03999  -3.27886  -0.01
H  0.91267  2.03849  -4.05277  0.22
H  0.08300  1.86854  -2.51676  0.23
H  -0.71837  1.27557  -3.98024  0.19
C  2.26002  -0.12022  -3.23316  -0.15
C  3.27358  0.95930  -3.33652  -0.65
H  2.67347  -1.11602  -3.05637  0.21
H  3.94733  0.80611  -4.19031  0.20
H  3.89869  0.95161  -2.43318  0.23
H  2.82182  1.95625  -3.41145  0.21
Sc  -0.08798  0.27564  0.10627  1.53
Cl  1.72635  1.75869  -0.39086  -0.60
C  1.28297  1.32826  2.57799  0.59
O  0.14143  1.04171  2.12549  -0.71
N  1.52395  2.28354  3.47557  -0.40
C  0.44250  3.06390  4.05902  -0.42
C  2.86897  2.43374  4.01586  -0.40
H  2.17145  0.79581  2.20676  0.19
H  -0.47590  2.85806  3.51643  0.24
H  0.67325  4.13006  4.00804  0.20
H  0.31615  2.80237  5.11292  0.20
H  3.51730  1.72981  3.48688  0.23
H  2.89355  2.20348  5.08782  0.20
H  3.26274  3.44685  3.87366  0.20
H  -2.42521  -5.03975  0.37078  0.19
H  -1.68343  -4.22435  2.74982  0.19
C  -1.67588  -4.32245  0.01495  -0.41
C  -1.07866  -3.43700  2.28568  -0.42
N  -1.56722  -3.20017  0.93003  -0.39
H  -1.98631  -3.92600  -0.95909  0.22
C  -2.01405  -2.01454  0.52599  0.60
O  -1.64523  -0.91700  1.02869  -0.70
H  -1.14666  -2.52011  2.87311  0.25
H  -2.73707  -2.04555  -0.30886  0.14
H  -0.70897  -4.82753  -0.09835  0.23
H  -0.03764  -3.77813  2.26163  0.23
H  -3.78384  4.00121  -0.52632  0.21
H  -5.62963  2.15260  -1.24723  0.21
C  -3.25206  3.58004  -1.38489  -0.42
C  -4.86737  1.73609  -1.91653  -0.40
N  -3.53345  2.15349  -1.51081  -0.38
H  -2.18070  3.72085  -1.25474  0.26
C  -2.67088  1.26386  -1.04075  0.57
O  -1.56922  1.61243  -0.52429  -0.69
H  -4.92113  0.64232  -1.87994  0.22
H  -2.95698  0.19902  -1.12226  0.16
H  -3.59963  4.08836  -2.28495  0.21
H  -5.08253  2.06737  -2.93704  0.21
C  3.78579  -2.49035  0.51956  -0.28
O  2.64669  -1.79752  -0.02087  -0.55
C  1.71048  -1.36121  0.80661  0.41
O  1.67320  -1.67446  1.98619  -0.75
H  3.49412  -3.49608  0.84583  0.17
H  4.21564  -1.92247  1.35216  0.18
H  4.49198  -2.55716  -0.30421  0.19

No. 3
Entry from the Open Molecules 2025 dataset: a molecular structure, C4H8O2 (the ωB97M-V functional and the def2-TZVPD basis).

Output
2S+1: 1
Charge: 0
HOMO level, eV: -8.1365
HOMO-LUMO gap, eV: 8.82

Each line ends with the natural charge from an NBO analysis.
Geometry (Å):
C  -1.77528  -0.35954  -0.75359  -0.73
C  0.01993  0.68480  -0.17957  0.11
O  -0.41156  1.41087  0.88168  -0.69
C  0.77673  -0.52371  0.30900  -0.60
C  2.23789  -0.14806  0.48588  0.46
O  3.15620  -0.83865  0.11852  -0.51
H  -2.60236  0.27129  -1.09209  0.22
H  -1.61883  -1.20863  -1.42230  0.21
H  -1.93680  -0.67736  0.27510  0.22
H  -0.76919  0.49395  -1.07959  0.26
H  -0.63505  2.29781  0.56912  0.49
H  0.73107  -1.35262  -0.40039  0.24
H  0.40492  -0.86986  1.28957  0.22
H  2.42235  0.81970  0.99865  0.11